(1)
ORCA calculation (ωB97M-V with the def2-TZVPD basis set) on a structure of composition C47H62BrO4SeTi.

Properties
* total charge: +1
* HOMO-LUMO gap: 0.274 Ha
* energy: -7953.992507 a.u.
* HOMO energy: -0.399 hartree

```
116
Properties=species:S:1:pos:R:3:forces:R:3
C -1.620716 -3.370356 3.762228 0.0 0.0 0.0
H 0.672608 2.880847 -4.470812 0.0 0.0 0.0
C -2.462331 2.512572 4.639649 0.0 0.0 0.0
H -2.739432 -3.709063 1.342754 0.0 0.0 0.0
H 5.564129 -0.019031 -0.429953 0.0 0.0 0.0
H -0.787875 3.121737 -2.815558 -0.2 -0.1 0.0
H 2.411071 3.831980 -0.029093 0.0 0.0 0.0
O 0.203265 1.654093 -1.083112 -1.2 1.6 0.7
C -1.250039 -2.673898 2.452318 -0.1 -0.1 0.0
Ti 1.120204 0.178351 -1.399133 1.4 0.1 -1.7
H -3.819899 -1.711631 -2.601508 0.0 0.0 0.1
Br 5.371706 -6.751551 0.130613 0.0 0.0 0.0
H -4.322546 3.479822 -1.995536 0.0 0.0 0.0
O 2.141582 -1.367462 -1.319535 0.6 -1.1 0.8
H 5.903488 -0.498515 -2.405624 0.0 0.0 0.0
C 3.193382 -6.251678 -1.618969 -0.1 0.0 -0.1
H -2.218318 -3.598375 -3.178021 0.0 0.0 0.0
C 2.094292 1.661057 -3.377201 -0.1 -0.2 -0.2
H 0.279420 -3.050328 4.797049 -0.1 0.0 0.0
H 3.307868 -7.293709 -1.889697 0.0 0.1 0.0
C -3.774826 3.173871 -1.100770 0.1 0.0 0.0
C -3.596230 -3.797938 -0.915386 0.0 0.0 0.0
H -3.934610 4.243108 3.107290 0.0 0.0 0.0
C -3.229730 -1.478798 -1.710680 0.0 0.0 0.0
C -2.280989 3.515653 -1.269121 0.0 0.0 0.0
C 2.084767 -4.129644 -1.864019 0.1 0.0 0.0
C -1.953159 3.513643 1.232179 0.0 0.0 0.0
H -1.099657 -3.357594 5.851326 0.0 0.0 0.0
C -0.393078 2.191452 2.438091 0.0 0.0 0.1
H -3.391837 5.056776 4.574225 0.0 0.0 0.0
H -2.768077 4.223465 1.229095 0.0 0.0 0.0
C 1.754846 4.001248 -2.448227 -0.1 0.0 0.1
C -1.423115 3.136756 2.456486 0.0 0.0 0.0
H 3.417467 2.641566 0.785933 0.0 0.0 0.0
C -0.236694 -1.735399 2.362499 0.1 0.0 0.0
C 2.804156 -2.169155 -0.476684 -0.3 -0.1 -0.4
H 1.504124 4.295770 -3.462548 0.0 0.0 0.0
C 0.056565 1.726213 1.229323 0.2 -0.2 0.1
H -2.741810 5.556548 3.013090 0.0 0.0 0.0
H -0.373019 5.191855 3.933992 0.0 0.0 0.0
H 0.036493 1.808020 3.357882 0.0 0.0 0.0
H -3.908478 -1.093116 -0.944899 0.0 0.0 0.0
H 1.329388 -3.505301 -2.324865 0.0 0.0 0.0
H 0.222282 1.199106 -4.378663 0.0 0.0 0.0
H -0.927756 -1.776833 5.086658 0.0 -0.1 0.0
C -2.117314 5.034966 -1.427056 0.0 0.0 0.0
C -1.809924 2.841044 -2.559952 0.0 0.1 -0.1
C 2.853340 0.464251 -3.396092 -0.1 0.0 -0.2
H 1.551143 -5.904147 -2.951185 0.0 0.0 0.0
C 2.931408 -3.588066 -0.901382 -0.2 0.1 -0.3
H -2.460784 3.157966 -3.378009 0.0 0.0 0.0
H -3.254840 1.973859 4.112687 0.0 0.0 0.0
H -0.869980 -2.594780 -2.645939 0.0 0.0 0.0
H 1.517412 1.689150 -5.454282 0.0 0.0 0.0
C 5.000916 0.896586 -0.286370 0.0 0.0 -0.1
O 3.267086 -1.767428 0.562588 0.2 0.3 0.3
C -1.935540 3.679155 3.789731 0.0 0.0 0.0
H 4.488425 0.797068 0.669874 0.0 0.0 0.0
C -3.066229 4.691459 3.598385 0.0 0.0 0.0
H -2.638158 5.375700 -2.326228 0.0 0.0 0.1
C -3.104379 -3.119332 4.071059 0.0 0.0 0.0
C 2.553237 -0.588211 -4.439455 0.1 0.1 0.0
H 4.967409 -1.092767 -3.760607 0.0 0.0 0.0
C 3.197679 2.295302 -1.330094 0.1 0.0 0.1
H -2.872057 2.889782 5.580846 0.0 0.0 -0.1
C 1.074625 1.874712 -4.474740 0.1 0.0 0.0
H 4.548832 -3.935436 0.463552 0.0 0.0 0.0
C 3.297134 3.209935 -0.135075 0.0 0.0 -0.1
H 4.663026 -1.717016 -2.145564 0.0 0.0 0.0
H -3.368011 -3.576111 5.028838 0.0 0.0 -0.1
C -1.693250 -2.405497 0.036112 -0.2 -0.1 -0.1
H 5.703272 1.729733 -0.199033 0.0 0.0 0.0
C -1.375289 -4.879698 3.615369 0.0 0.0 0.0
H -1.626337 -5.394534 4.546878 0.0 0.0 -0.1
O -0.334707 -0.828298 -1.193904 -0.6 -0.3 0.6
C -2.519665 -2.749204 -1.210518 0.0 0.0 0.0
H -2.532840 5.576667 -0.574658 0.0 0.0 0.0
H -1.670677 1.799361 4.884806 0.0 0.0 0.0
C 2.212711 -5.467181 -2.212943 0.0 0.0 0.0
Se 1.343541 0.297512 1.098399 -0.3 -0.1 0.5
H -2.521939 -0.690892 -1.968874 0.0 0.0 0.0
H 4.167617 3.869805 -0.210432 0.0 0.0 0.0
H -1.133039 4.778720 5.479184 0.0 0.0 0.0
H -1.063937 5.313729 -1.519058 -0.1 0.0 0.0
H -1.987647 -5.310950 2.819086 0.0 0.0 0.1
H -4.139391 -4.012729 -1.838288 0.0 0.0 0.1
H 2.457499 4.736003 -2.058946 0.0 0.0 0.0
C -1.611506 -3.317825 -2.313915 -0.1 -0.1 0.0
C -1.517800 3.044606 -0.018908 -0.2 0.2 -0.1
H -3.313120 -2.047493 4.134093 0.0 -0.1 0.0
C 4.033207 -5.689135 -0.668414 0.0 -0.1 0.0
C 2.364628 2.632343 -2.400660 0.0 0.0 -0.1
H 1.481870 -0.688349 -4.609467 0.0 0.0 0.0
C 4.013189 1.146068 -1.397240 0.0 0.1 0.1
H -3.165242 -4.737667 -0.558510 0.0 0.1 0.0
C -1.949229 -2.974073 1.278758 0.0 -0.1 0.0
C -0.444084 2.170423 0.007175 0.2 -0.3 -0.2
C 3.919901 0.295550 -2.501337 0.0 -0.1 0.0
C -0.787730 -2.851995 4.935551 0.0 0.0 0.0
H -1.863878 1.753283 -2.489301 0.0 0.0 0.0
C 0.034664 -1.144820 1.140225 0.2 0.2 0.1
H 0.844950 4.061684 -1.843104 0.1 0.0 0.0
C -0.661867 -1.465359 -0.020538 0.1 0.1 -0.2
H -0.326179 -5.082624 3.383904 -0.1 0.0 0.0
H -3.758691 -3.548648 3.308246 0.0 0.0 0.0
H 0.034148 3.673582 4.747758 0.0 0.0 0.0
H 0.348327 -1.450008 3.227508 0.0 0.0 0.0
H -3.912745 2.096914 -0.967023 0.0 0.1 0.0
H -4.324637 -3.444341 -0.180812 0.1 0.0 0.0
C -0.779769 4.369821 4.529097 0.0 0.0 0.0
C 3.907458 -4.366684 -0.293330 0.0 0.0 0.1
C 4.909542 -0.815399 -2.712071 0.0 0.0 0.0
H 2.925974 -1.561729 -4.137274 0.0 0.0 0.0
H -4.228679 3.681252 -0.248410 0.0 0.0 0.0
H -1.092782 -4.213556 -1.960039 0.0 0.0 0.0
H 3.000876 -0.332127 -5.403693 0.0 0.0 0.0
```
Positions in Å, forces in eV/Å.

Atomic partial charges in e from the Löwdin method, atoms 1 to 5: atom 1 (C): -0.556, atom 2 (H): 0.068, atom 3 (C): -0.041, atom 4 (H): 0.102, atom 5 (H): 0.079


(2)
ORCA calculation (ωB97M-V with the def2-TZVPD basis set) on a structure of composition C47H65AsBr4O3P2RuSSi3.

Properties
* total charge: +1
* HOMO-LUMO gap (spin up / spin down): 0.254 / 0.216 Ha
* energy above the lowest of the compared OMol25 structures with the same formula, charge and spin: 265.3 kJ/mol
* energy: -16631.599267 a.u.
* HOMO energy (spin up / spin down): -0.363 / -0.363 hartree
* multiplicity: 2

```
127
Properties=species:S:1:pos:R:3:forces:R:3
C -2.690469 -2.586715 -4.385507 0.0 0.0 0.1
O -2.214346 0.789259 -0.646010 1.7 -0.2 0.7
C -0.657193 -3.758949 2.470406 0.1 0.1 -0.1
C -0.769370 2.071936 4.054627 -0.6 -0.2 0.2
C -2.153869 0.179544 6.130091 -0.2 0.2 -0.1
C 0.349296 1.827400 4.992781 0.2 -0.1 0.1
H -3.880510 0.527410 3.393336 0.0 0.0 0.0
H 0.946852 5.832632 2.961535 0.0 0.0 0.0
H 1.135364 -2.862500 -2.970634 0.0 0.1 0.0
H -1.628847 5.709935 -1.000907 -0.1 0.0 0.0
C 6.249476 1.789103 -1.510570 0.0 0.1 0.0
C 6.494879 -2.062671 3.296920 0.0 0.0 0.0
H 3.256349 -2.206762 -0.128346 0.0 0.0 0.0
H 1.810621 -6.647757 -2.758740 0.0 0.0 0.0
H 1.605731 -4.610693 -1.321843 -0.1 0.0 0.1
C 3.614799 1.035106 -1.831204 -0.2 -0.1 0.0
H 2.948409 1.767387 3.377487 -0.1 0.1 0.0
H -2.819093 4.144717 5.494754 0.0 0.0 -0.1
H -2.894062 -3.636958 -4.604232 0.0 0.0 0.0
H -2.486908 -0.960204 2.931487 0.0 0.0 0.1
H 4.054662 2.289367 2.105224 0.0 0.1 0.0
C -1.343596 -4.605331 3.331211 0.0 0.0 0.1
H -1.809836 3.453917 6.763246 0.0 0.0 0.0
H -1.650551 -2.366829 -4.630163 0.0 0.0 0.0
H -2.875155 -3.125764 -0.955281 0.0 0.0 0.0
C 0.917830 -0.240522 3.858752 -0.3 0.0 -0.4
H 0.660312 -5.958003 -3.907481 0.0 0.0 0.0
H -2.384386 6.128038 2.036552 0.0 0.0 -0.1
H 2.296903 5.566043 0.437355 0.0 0.0 0.0
Br -0.473351 2.924871 -5.014616 -0.1 -0.1 0.1
H -2.596782 4.757752 3.119888 0.0 0.0 0.0
H 2.048312 -2.042292 2.132613 -0.1 -0.2 0.0
C -2.158546 -1.984737 3.053517 0.0 0.0 -0.1
C -1.029708 -2.424139 2.359648 -0.7 0.0 -0.7
H 6.100535 0.981402 0.464291 0.0 0.0 0.0
C 1.536928 5.032414 3.407029 -0.2 -0.3 -0.3
C 5.514283 -1.567760 1.159091 0.0 0.0 0.0
H 7.192039 -2.864012 1.428356 0.0 0.0 0.0
P -0.112798 -1.151474 1.398535 2.1 1.3 0.7
H -3.391343 2.327656 0.713455 0.0 -0.1 0.0
P 3.263871 0.092582 0.770650 0.1 -0.4 -0.4
C -1.492420 1.746439 -2.672156 -0.2 -0.1 0.4
H 2.580305 0.738365 -1.984282 -0.1 0.1 0.0
C -1.845914 2.141926 -3.987180 0.0 0.2 -0.6
H 5.516691 -1.687565 0.082235 0.0 0.0 0.0
C 5.570773 -1.236289 3.912629 0.0 0.0 0.0
C -3.301396 3.392625 0.512793 0.4 -0.1 -0.1
H -1.009219 5.516287 2.950157 -0.1 0.0 0.0
C -2.332582 -3.145173 -1.901991 0.1 0.2 0.3
H -0.079903 5.766711 -0.158228 0.0 0.0 0.0
H -1.513851 0.406279 6.983651 0.0 0.0 0.0
Si 2.023343 3.727128 2.127862 0.8 0.2 -0.3
H -1.611341 1.139744 2.270160 0.0 0.0 0.1
Br -5.858774 1.119520 -4.319581 0.2 0.0 0.1
C -0.631118 1.317384 2.728551 0.1 0.5 -0.3
C -3.010997 -2.254815 -2.930815 0.1 -0.1 -0.2
H -4.064607 3.915523 1.091341 0.1 0.1 0.0
C -3.117545 1.955508 -4.477032 0.4 0.2 -0.2
H -0.433001 4.433997 -1.261015 0.0 0.0 0.0
H -2.934747 -4.804977 4.751613 0.0 0.0 0.0
H -3.314267 -1.983579 -5.045699 0.0 0.0 0.0
C 1.100595 0.721709 4.930047 0.1 0.2 0.3
C -0.868758 5.099071 -0.510906 -0.1 -0.3 0.2
H -1.013391 -5.631087 3.429751 0.0 0.0 0.0
H -3.531915 3.538719 -0.544871 0.0 0.0 0.0
H -3.107945 -0.182991 6.519376 0.0 0.0 0.0
H 2.239040 -5.201685 -3.680039 0.0 0.0 0.0
H 1.968528 -1.243548 -0.843841 -0.1 0.0 0.0
H 7.240646 -2.580555 3.885396 0.0 0.0 0.0
H 1.850875 0.517961 5.684012 0.0 0.0 0.0
H 3.768071 4.602306 0.548927 0.0 0.0 0.1
C 2.489113 -1.463272 0.093665 -0.2 0.3 0.2
H -2.706272 -1.230079 -2.728951 -0.1 0.1 0.0
H 2.450757 5.482759 3.799643 0.1 -0.1 -0.1
C -3.832678 1.047822 -2.340531 -0.5 -0.1 0.0
C 4.611652 -0.578582 3.151716 -0.1 0.0 0.0
H 5.594909 -1.101426 4.986116 0.0 0.0 0.0
C 4.572145 -0.738358 1.771035 -0.2 0.2 0.1
C -2.424302 -4.143718 4.064733 0.1 0.0 -0.1
H 1.456598 -1.180229 3.920255 0.0 0.0 0.0
H -0.308198 -3.723301 -3.541368 0.0 0.1 0.0
C -3.828543 1.524830 3.833051 0.1 0.0 0.2
As 0.172610 2.450560 1.231327 -0.9 -0.1 1.2
C 5.580272 1.168458 -0.465614 -0.1 0.0 0.0
C -2.522203 1.154993 -1.816866 0.2 0.3 -0.4
Br -3.525743 2.448591 -6.245431 0.0 -0.1 0.2
H 1.293974 -3.047254 0.898953 0.0 0.0 0.0
H -2.231519 -4.181547 -2.229752 0.0 0.0 0.1
H 3.892002 0.069037 3.637475 0.1 -0.1 0.0
C -4.125010 1.396358 -3.641282 -0.2 -0.2 0.3
H 6.130656 2.518116 -3.525310 0.0 0.0 0.0
H -4.782256 1.695856 4.336775 0.0 0.0 0.0
H 3.758831 1.860276 -3.802190 0.0 0.0 0.0
H -4.087334 -2.316574 -2.770564 0.0 0.0 0.1
O -0.522156 -1.140098 -1.908743 0.3 1.1 0.3
C 5.603988 2.034054 -2.713616 0.0 0.0 0.0
C 0.839859 -4.826440 -2.071131 0.0 -0.1 -0.2
H 0.025326 -5.353863 -1.564626 0.0 0.0 0.0
H -0.871402 3.143497 3.852541 0.0 0.0 0.0
H 7.282054 2.087522 -1.382394 0.0 0.0 0.0
Si -1.588289 4.090770 0.918263 -0.2 0.6 -0.2
H -3.540475 3.149099 6.750810 0.0 0.0 0.0
Ru 0.017491 0.677805 -0.361842 -3.1 -1.5 -2.1
C 1.531686 -2.021051 1.169739 -0.1 0.1 -0.2
H 3.945892 3.201050 3.615712 0.0 0.1 0.0
C -2.662292 3.256984 6.110375 -0.1 -0.3 0.0
C 4.253833 0.764756 -0.623124 -0.1 0.0 0.1
Si -2.409962 1.708933 5.062879 0.4 0.2 -0.2
C 6.468195 -2.224591 1.916605 0.0 0.0 0.0
C 0.321855 -3.525732 -2.675471 -0.1 0.0 0.3
H 0.480392 2.528378 5.810722 0.1 0.0 0.0
Br -5.149449 0.367681 -1.170703 0.2 0.0 0.0
H -3.753782 2.247541 3.018226 0.0 0.0 0.0
C -1.906900 5.219551 2.411483 0.3 -0.3 -0.1
C -2.845012 -2.830300 3.905345 0.0 0.0 0.0
H 2.371063 3.970444 -0.324040 0.1 0.0 -0.1
S -0.645780 -2.571341 -1.455480 0.1 -0.7 -0.4
C 1.424490 -5.715611 -3.168161 0.0 0.1 0.1
O -0.336198 1.910118 -2.197049 0.9 -0.3 0.7
H 0.179160 -4.162092 1.916955 0.0 0.0 0.0
H 0.984263 4.618442 4.250908 0.0 0.0 0.0
C 2.678327 4.550247 0.549372 -0.2 -0.1 0.3
H -1.682760 -0.629584 5.570730 0.0 0.0 -0.1
C 0.120259 0.023005 2.811327 0.3 -0.4 0.3
H -3.702572 -2.462735 4.453773 0.0 0.0 0.0
C 3.369123 2.636734 2.879776 -0.3 0.1 -0.2
C 4.277857 1.659852 -2.873679 0.1 0.0 0.0
```
Positions in Å, forces in eV/Å.

Atomic partial charges in e from the Löwdin method, atoms 1 to 5: atom 1 (C): -0.081, atom 2 (O): -0.158, atom 3 (C): -0.083, atom 4 (C): -0.357, atom 5 (C): -0.157